ORCA calculation (ωB97M-V with the def2-TZVPD basis set) on C27H52HfOP2Si as an isolated structure.

Cartesian coordinates (Å):
1 Hf 0.2099 0.0115 1.6333
2 C 1.1108 0.2472 4.0696
3 C 2.0365 0.6552 3.0468
4 C 0.3012 2.1978 3.1327
5 C 0.1127 1.2645 4.1780
6 C 1.5403 1.9004 2.4800
7 C 1.2897 -0.8848 5.0160
8 H 2.0919 -1.5558 4.6859
9 H 0.3709 -1.4804 5.1007
10 H 1.5447 -0.5157 6.0217
11 C -0.8303 1.4909 5.2948
12 H -0.5984 0.8555 6.1624
13 H -1.8680 1.2881 4.9977
14 H -0.7927 2.5388 5.6291
15 C -0.4913 3.4451 2.9709
16 H -0.2630 4.1544 3.7854
17 H -1.5703 3.2335 3.0088
18 H -0.2783 3.9322 2.0139
19 C 2.3625 2.8941 1.7398
20 H 2.6795 3.7121 2.4060
21 H 1.7957 3.3365 0.9125
22 H 3.2682 2.4408 1.3267
23 C 3.4400 0.1735 2.8821
24 H 4.1088 0.6566 3.6154
25 H 3.8304 0.4142 1.8844
26 H 3.5156 -0.9120 3.0312
27 C 0.3087 -2.1941 0.5840
28 C 1.5945 -1.8769 1.0451
29 C 2.7584 -1.6457 0.0837
30 C 2.6289 -0.5282 -0.9761
31 C 1.7890 0.6384 -0.6148
32 C 0.3987 0.6692 -0.5690
33 C -0.5470 -0.4274 -1.0680
34 C -0.1435 -1.8911 -0.8285
35 H 2.9761 -2.5946 -0.4355
36 H 2.3095 -0.9612 -1.9407
37 H 3.6516 -1.4414 0.6883
38 H 0.6271 -2.2085 -1.5499
39 H -0.3195 -2.9189 1.1073
40 H 1.9146 -2.3205 2.0001
41 H -1.0269 -2.5157 -1.0589
42 H -1.5517 -0.2449 -0.6377
43 H -0.0873 1.6624 -0.5698
44 H -0.7184 -0.2745 -2.1547
45 H 3.6504 -0.1407 -1.1885
46 H 2.3056 1.6025 -0.5970
47 P -0.3272 -0.7454 -4.2968
48 P -0.4049 2.1107 -5.0103
49 C -0.5858 -0.4530 -6.1360
50 C -1.0676 0.9792 -6.3620
51 H -1.3206 -1.1896 -6.4957
52 H 0.3639 -0.6472 -6.6565
53 H -0.7693 1.3652 -7.3489
54 H -2.1664 1.0315 -6.3047
55 C -1.1492 3.6126 -5.7853
56 H -0.7833 4.4982 -5.2623
57 H -2.2379 3.5674 -5.6661
58 H -0.9099 3.6904 -6.8515
59 C 1.2968 2.3094 -5.7080
60 H 1.2940 2.3135 -6.8065
61 H 1.9510 1.5080 -5.3449
62 H 1.6936 3.2641 -5.3435
63 C -1.9667 -1.5177 -3.9935
64 H -2.0276 -1.8860 -2.9657
65 H -2.0976 -2.3488 -4.6965
66 H -2.7601 -0.7761 -4.1460
67 C 0.7673 -2.2140 -4.4163
68 H 1.6442 -1.9566 -5.0255
69 H 0.2224 -3.0466 -4.8783
70 H 1.1188 -2.5135 -3.4219
71 C -4.2652 -1.2322 2.3555
72 Si -2.5807 -1.5956 3.0990
73 C -2.6659 -1.3286 4.9472
74 C -2.1230 -3.4023 2.8276
75 O -1.4694 -0.5811 2.3514
76 H -4.9999 -1.9836 2.6908
77 H -4.2239 -1.2493 1.2556
78 H -4.6124 -0.2384 2.6815
79 H -3.2622 -2.1508 5.3691
80 H -1.6902 -1.3411 5.4437
81 H -3.1753 -0.3882 5.1987
82 H -2.2941 -3.7174 1.7896
83 H -1.0826 -3.6155 3.0941
84 H -2.7688 -4.0140 3.4741

LUMO: -8.0 eV
Strongest force on any atom: 4.982 eV Å⁻¹
Multiplicity: 1
Highest occupied orbital energy: -12.210 eV
Energy: -2154.9552 a.u.
Orbital gap: 4.2 eV
Charge: +2

So, what does the Mulliken scheme give us? The charges, in e, come out as: atom 1 (Hf): 0.6770, atom 2 (C): 0.3298, atom 3 (C): 1.0786, atom 4 (C): -0.1293, atom 5 (C): 1.8051, atom 6 (C): 1.0845, atom 7 (C): -1.9655, atom 8 (H): 0.4026, atom 9 (H): 0.2279, atom 10 (H): 0.4188, atom 11 (C): -1.7567, atom 12 (H): 0.4091, atom 13 (H): 0.1878, atom 14 (H): 0.4365, atom 15 (C): -1.9631, atom 16 (H): 0.4065, atom 17 (H): 0.3841, atom 18 (H): 0.4001, atom 19 (C): -1.7400, atom 20 (H): 0.3711, atom 21 (H): 0.4456, atom 22 (H): 0.3834, atom 23 (C): -1.6951, atom 24 (H): 0.3570, atom 25 (H): 0.3770, atom 26 (H): 0.3854, atom 27 (C): -0.2602, atom 28 (C): -0.5347, atom 29 (C): -1.2711, atom 30 (C): -0.8816, atom 31 (C): -0.6010, atom 32 (C): -0.6521, atom 33 (C): 0.5170, atom 34 (C): 0.1097, atom 35 (H): 0.5152, atom 36 (H): 0.1031, atom 37 (H): 0.4374, atom 38 (H): -0.6250, atom 39 (H): 0.3303, atom 40 (H): 0.7834, atom 41 (H): 0.9055, atom 42 (H): 0.3634, atom 43 (H): 1.1340, atom 44 (H): -1.0941, atom 45 (H): 0.6052, atom 46 (H): 0.6933, atom 47 (P): 0.9062, atom 48 (P): 0.3351, atom 49 (C): -0.8741, atom 50 (C): -1.0009, atom 51 (H): 0.4605, atom 52 (H): 0.4333, atom 53 (H): 0.5683, atom 54 (H): 0.4325, atom 55 (C): -1.2227, atom 56 (H): 0.3845, atom 57 (H): 0.3770, atom 58 (H): 0.3424, atom 59 (C): -1.1729, atom 60 (H): 0.3886, atom 61 (H): 0.2807, atom 62 (H): 0.4040, atom 63 (C): -1.3666, atom 64 (H): 0.2995, atom 65 (H): 0.4888, atom 66 (H): 0.3286, atom 67 (C): -1.3035, atom 68 (H): 0.3807, atom 69 (H): 0.4262, atom 70 (H): 0.3029, atom 71 (C): -1.1622, atom 72 (Si): 0.6086, atom 73 (C): -1.0952, atom 74 (C): -1.1401, atom 75 (O): -0.9717, atom 76 (H): 0.3467, atom 77 (H): 0.3076, atom 78 (H): 0.3090, atom 79 (H): 0.4783, atom 80 (H): 0.2703, atom 81 (H): 0.3603, atom 82 (H): 0.3282, atom 83 (H): 0.3831, atom 84 (H): 0.4821

ORCA calculation (ωB97M-V with the def2-TZVPD basis set) on a 2-piece molecular cluster, CH3NOSi overall.

Cartesian coordinates (Å):
1 C 2.4198 0.2524 -0.4463
2 N -0.5850 1.1873 0.1466
3 O 2.4232 -0.6685 0.2081
4 Si -1.2398 -0.2763 0.0442
5 H 0.3806 1.4430 0.0024
6 H -0.7110 -1.6352 -0.1065
7 H -2.6880 -0.3027 0.1515

LUMO: 0.0 eV
Strongest force on any atom: 1.272 eV Å⁻¹
Multiplicity: 1
Highest occupied orbital energy: -9.867 eV
Energy: -459.3270 a.u.
Orbital gap: 9.9 eV

So, what does the Mulliken scheme give us? The charges, in e, come out as: atom 1 (C): 0.0750, atom 2 (N): -0.4488, atom 3 (O): -0.1278, atom 4 (Si): 0.4172, atom 5 (H): 0.2524, atom 6 (H): -0.0859, atom 7 (H): -0.0821

ORCA calculation (ωB97M-V with the def2-TZVPD basis set) on one molecule with the formula C5H4O3.

Cartesian coordinates (Å):
1 O -2.7469 -0.9167 -0.0238
2 C -2.2053 0.1839 -0.1964
3 C -0.6660 0.5218 0.2456
4 C -0.1012 -0.6155 0.3574
5 C 1.4049 -0.2776 0.0256
6 O 2.4177 -1.0908 -0.1349
7 C 1.2923 1.0560 -0.0777
8 O 0.1043 1.6190 0.1484
9 H -2.9067 1.1360 -0.4953
10 H -0.4664 -1.6841 0.3530
11 H 1.8852 -1.9220 0.0932
12 H 1.9881 1.9899 -0.2952

SMILES string: O=Cc1cc(O)co1
LUMO: 0.1 eV
Strongest force on any atom: 8.210 eV Å⁻¹
Multiplicity: 1
Highest occupied orbital energy: -8.809 eV
Energy: -418.5017 a.u.
Orbital gap: 8.9 eV

So, what does the Mulliken scheme give us? The charges, in e, come out as: atom 1 (O): -0.4656, atom 2 (C): 0.0313, atom 3 (C): -0.1413, atom 4 (C): 0.1061, atom 5 (C): 0.6070, atom 6 (O): -0.5011, atom 7 (C): -0.5507, atom 8 (O): -0.3215, atom 9 (H): 0.2589, atom 10 (H): 0.3313, atom 11 (H): 0.3423, atom 12 (H): 0.3033

ORCA calculation (ωB97M-V with the def2-TZVPD basis set) on O4PS as an isolated structure.

Cartesian coordinates (Å):
1 O -2.1667 -1.1673 0.1295
2 O 3.0783 0.0848 0.2074
3 O 0.6323 -0.1537 0.5131
4 O -1.9093 1.2683 0.0878
5 P 1.7615 -0.0038 -0.5230
6 S -1.3959 -0.0282 -0.4147

LUMO: 3.7 eV
Strongest force on any atom: 2.575 eV Å⁻¹
Multiplicity: 1
Highest occupied orbital energy: -5.391 eV
Energy: -1040.6305 a.u.
Orbital gap: 9.1 eV
Charge: -1

So, what does the Mulliken scheme give us? The charges, in e, come out as: atom 1 (O): -0.5011, atom 2 (O): -0.5395, atom 3 (O): -0.4175, atom 4 (O): -0.4928, atom 5 (P): 0.2402, atom 6 (S): 0.7107

ORCA calculation (ωB97M-V with the def2-TZVPD basis set) on C33H33AsNP2S4SbTeW as an isolated structure.

Cartesian coordinates (Å):
1 W 13.9530 10.4893 11.3943
2 Te 11.9631 15.4512 12.6551
3 C 11.4635 16.4754 10.8729
4 C 10.1704 17.0063 10.8938
5 C 9.9220 18.1551 10.0179
6 N 10.8837 18.7234 9.3203
7 C 12.0474 18.0702 9.1672
8 C 12.3871 16.9703 9.9316
9 C 12.2968 13.5775 11.8368
10 P 13.8687 12.7897 12.2515
11 C 15.0102 13.8524 11.3709
12 C 15.2381 15.1834 11.6667
13 C 15.8951 16.0598 10.7123
14 C 16.2610 15.5329 9.4977
15 C 16.1778 14.1643 9.2805
16 C 15.5366 13.3072 10.1470
17 C 14.0558 13.0266 14.0483
18 C 15.1304 13.6493 14.6618
19 C 15.3914 13.4022 16.0287
20 C 14.5484 12.6289 16.8369
21 C 13.4420 12.0414 16.2022
22 C 13.1540 12.3373 14.8811
23 P 11.0238 12.8266 10.9580
24 C 9.5195 13.4023 11.7428
25 C 9.4777 13.3135 13.1448
26 C 8.2418 13.2473 13.7900
27 C 7.0779 13.3896 13.0696
28 C 7.1820 13.8026 11.7317
29 C 8.4010 13.8550 11.0491
30 C 10.7501 12.8528 9.1890
31 C 9.5987 12.3657 8.5952
32 C 9.4372 12.4249 7.2192
33 C 10.3848 12.9269 6.3588
34 C 11.5892 13.1546 6.9240
35 C 11.8067 13.1237 8.3156
36 H 9.3908 16.7166 11.5746
37 H 8.9772 18.6080 9.9281
38 H 12.7946 18.5304 8.5684
39 H 13.3785 16.4948 9.7305
40 H 14.8832 15.6392 12.5708
41 H 15.9210 17.1102 11.0378
42 H 16.6132 16.2146 8.7307
43 H 16.5666 13.7058 8.4185
44 H 15.2502 12.2887 9.8900
45 H 15.8179 14.2214 14.0789
46 H 16.3140 13.8883 16.5084
47 H 14.7189 12.4815 17.9241
48 H 12.8287 11.3098 16.7355
49 H 12.1897 11.9708 14.5112
50 H 10.3584 13.2803 13.7410
51 H 8.2041 13.0298 14.8398
52 H 6.1064 13.1422 13.4779
53 H 6.3691 14.2438 11.2428
54 H 8.5575 14.3809 10.1355
55 H 8.8010 11.9213 9.1813
56 H 8.4610 12.0318 6.8199
57 H 10.2127 13.0088 5.3113
58 H 12.4262 13.5287 6.2618
59 H 12.8207 13.4024 8.7200
60 S 13.6821 8.7689 12.7550
61 Sb 13.7113 7.5292 10.5451
62 S 11.5691 10.7897 11.1250
63 S 14.3627 10.0552 9.2296
64 S 15.9178 6.7078 10.3813
65 C 17.0409 9.0978 13.0082
66 As 16.3530 10.5542 11.9346
67 C 17.3012 11.9683 12.9274
68 C 17.6116 10.3538 10.4367
69 H 18.1094 9.2517 13.2206
70 H 16.8948 8.1053 12.4668
71 H 16.4513 9.0226 13.9598
72 H 18.3752 11.7766 12.7666
73 H 17.1286 12.0242 14.0430
74 H 17.0749 12.9552 12.5390
75 H 18.6630 10.2014 10.7552
76 H 17.6965 11.1329 9.7156
77 H 17.3373 9.4627 9.8708

LUMO (alpha / beta): -0.9 / -1.0 eV
Strongest force on any atom: 3.565 eV Å⁻¹
⟨S²⟩: 2.017
Multiplicity: 3
Highest occupied orbital energy (alpha / beta): -6.916 / -7.403 eV
Energy: -6418.5818 a.u.
Orbital gap (alpha / beta): 6.0 / 6.4 eV

So, what does the Mulliken scheme give us? The charges, in e, come out as: atom 1 (W): 0.9027, atom 2 (Te): 0.2986, atom 3 (C): 0.4734, atom 4 (C): -0.5033, atom 5 (C): -0.5249, atom 6 (N): -0.6140, atom 7 (C): -0.6472, atom 8 (C): 0.1266, atom 9 (C): -1.0288, atom 10 (P): 0.1926, atom 11 (C): 1.2342, atom 12 (C): -0.4520, atom 13 (C): -1.0035, atom 14 (C): -0.5693, atom 15 (C): -1.0377, atom 16 (C): 0.1916, atom 17 (C): 1.1345, atom 18 (C): -0.8047, atom 19 (C): -0.4805, atom 20 (C): -0.6385, atom 21 (C): -0.8070, atom 22 (C): -0.8325, atom 23 (P): 1.6897, atom 24 (C): 0.8415, atom 25 (C): -0.5733, atom 26 (C): -0.6519, atom 27 (C): -0.6310, atom 28 (C): -0.8916, atom 29 (C): -0.3546, atom 30 (C): 0.3481, atom 31 (C): -0.5779, atom 32 (C): -0.4094, atom 33 (C): -0.7473, atom 34 (C): -0.5781, atom 35 (C): 0.0294, atom 36 (H): 0.5140, atom 37 (H): 0.4246, atom 38 (H): 0.4258, atom 39 (H): 0.2702, atom 40 (H): 0.5025, atom 41 (H): 0.3584, atom 42 (H): 0.4041, atom 43 (H): 0.5268, atom 44 (H): -0.4100, atom 45 (H): 0.5294, atom 46 (H): 0.2845, atom 47 (H): 0.3632, atom 48 (H): 0.4088, atom 49 (H): 0.3294, atom 50 (H): 0.1198, atom 51 (H): 0.4481, atom 52 (H): 0.4188, atom 53 (H): 0.4543, atom 54 (H): 0.6686, atom 55 (H): 0.4575, atom 56 (H): 0.3074, atom 57 (H): 0.4528, atom 58 (H): 0.3045, atom 59 (H): 0.0942, atom 60 (S): -0.3962, atom 61 (Sb): 0.3368, atom 62 (S): -0.6516, atom 63 (S): -0.3245, atom 64 (S): -0.5687, atom 65 (C): -0.9650, atom 66 (As): 0.9184, atom 67 (C): -0.9852, atom 68 (C): -1.1551, atom 69 (H): 0.4603, atom 70 (H): 0.1936, atom 71 (H): 0.2877, atom 72 (H): 0.5447, atom 73 (H): 0.3009, atom 74 (H): 0.1550, atom 75 (H): 0.4054, atom 76 (H): 0.3702, atom 77 (H): 0.3118

ORCA calculation (ωB97M-V with the def2-TZVPD basis set) on a 2-piece molecular cluster, C6H16N2 overall.

Cartesian coordinates (Å):
1 N -2.1579 -1.5058 0.3416
2 C -1.7063 -0.9046 1.5907
3 C -1.4347 0.5898 1.4273
4 N -1.0734 1.1587 2.7071
5 H -3.0455 -1.1073 0.0651
6 H -2.2981 -2.4986 0.4667
7 H -0.7828 -1.3809 1.9191
8 H -2.4300 -0.9777 2.4118
9 H -0.6588 0.7501 0.6684
10 H -2.3075 1.0885 0.9716
11 H -0.8183 2.1192 2.6237
12 H -1.8500 1.1287 3.3358
13 C 1.4787 0.0303 -0.9748
14 C 1.8942 0.3538 -2.2662
15 C 2.5980 1.6235 -2.5677
16 C 0.9961 -1.3107 -0.6512
17 H 1.6221 0.7691 -0.1938
18 H 1.7065 -0.3656 -3.0568
19 H 3.5444 1.4193 -3.0733
20 H 1.9928 2.2483 -3.2316
21 H 2.7956 2.1570 -1.6402
22 H 1.2739 -2.0438 -1.4093
23 H -0.1219 -1.2862 -0.6467
24 H 1.3137 -1.7049 0.3129

LUMO (alpha / beta): -4.1 / -8.1 eV
Strongest force on any atom: 1.124 eV Å⁻¹
⟨S²⟩: 0.754
Multiplicity: 2
Highest occupied orbital energy (alpha / beta): -12.321 / -12.312 eV
Energy: -347.3699 a.u.
Orbital gap (alpha / beta): 8.2 / 4.2 eV
Charge: +1

So, what does the Mulliken scheme give us? The charges, in e, come out as: atom 1 (N): -0.5116, atom 2 (C): -0.6904, atom 3 (C): -0.0204, atom 4 (N): -0.6159, atom 5 (H): 0.2243, atom 6 (H): 0.2249, atom 7 (H): 0.2841, atom 8 (H): 0.4689, atom 9 (H): -0.0907, atom 10 (H): 0.3166, atom 11 (H): 0.2222, atom 12 (H): 0.2258, atom 13 (C): 0.1271, atom 14 (C): 0.0901, atom 15 (C): -1.0827, atom 16 (C): -0.9425, atom 17 (H): 0.3487, atom 18 (H): 0.3751, atom 19 (H): 0.3524, atom 20 (H): 0.3437, atom 21 (H): 0.3421, atom 22 (H): 0.3805, atom 23 (H): 0.2879, atom 24 (H): 0.3400

ORCA calculation (ωB97M-V with the def2-TZVPD basis set) on one molecule with the formula C3H6N2OS.

Cartesian coordinates (Å):
1 H 2.8918 0.1792 0.7555
2 N 2.5114 -0.3864 0.0078
3 C 1.2617 -0.1724 0.0099
4 N 0.5498 0.8847 0.6395
5 S -0.9074 1.1944 -0.2366
6 C -0.9259 -0.5510 -0.4941
7 C -1.5816 -1.2216 0.7262
8 O 0.4123 -0.9715 -0.6908
9 H 1.1055 1.6740 0.8973
10 H -1.4876 -0.7563 -1.4128
11 H -1.2003 -2.2486 0.7741
12 H -1.3877 -0.7384 1.6676
13 H -2.6566 -1.2674 0.6473

SMILES string: [H]/N=C1\NS[C@H](C)O1
LUMO: 0.4 eV
Strongest force on any atom: 1.681 eV Å⁻¹
Multiplicity: 1
Highest occupied orbital energy: -8.571 eV
Energy: -700.8195 a.u.
Orbital gap: 9.0 eV

So, what does the Mulliken scheme give us? The charges, in e, come out as: atom 1 (H): 0.2268, atom 2 (N): -0.6924, atom 3 (C): 0.5504, atom 4 (N): -0.3724, atom 5 (S): -0.0776, atom 6 (C): 0.2768, atom 7 (C): -1.2309, atom 8 (O): -0.4183, atom 9 (H): 0.3074, atom 10 (H): 0.4015, atom 11 (H): 0.3032, atom 12 (H): 0.3460, atom 13 (H): 0.3796

ORCA calculation (ωB97M-V with the def2-TZVPD basis set) on a 2-piece molecular cluster, C8H11O2 overall.

Cartesian coordinates (Å):
1 O -1.8193 -0.5101 3.6980
2 H -2.1164 -0.7159 4.5981
3 H -1.0349 0.2780 2.9248
4 O -0.2610 0.7429 2.2774
5 C -0.3527 0.4888 0.9544
6 C 0.8003 -0.1991 0.4241
7 C 0.8993 -0.3847 -0.9500
8 C -0.0678 0.1347 -1.8034
9 C -1.1063 0.9304 -1.3031
10 C -1.2875 1.1708 0.0937
11 C 0.0171 -0.1830 -3.2705
12 C 1.8674 -0.6630 1.3841
13 H 1.7382 -1.0004 -1.3138
14 H -1.8512 1.3440 -1.9452
15 H -2.0442 1.8428 0.5131
16 H -0.7866 0.2870 -3.8397
17 H 0.9576 0.1325 -3.7501
18 H -0.0217 -1.2583 -3.5198
19 H 2.5523 -1.2413 0.7675
20 H 2.4643 0.1298 1.8888
21 H 1.4530 -1.3258 2.1715

LUMO (alpha / beta): 0.7 / -3.3 eV
Strongest force on any atom: 2.448 eV Å⁻¹
⟨S²⟩: 0.776
Multiplicity: 2
Highest occupied orbital energy (alpha / beta): -9.083 / -8.118 eV
Energy: -461.7994 a.u.
Orbital gap (alpha / beta): 9.8 / 4.8 eV

So, what does the Mulliken scheme give us? The charges, in e, come out as: atom 1 (O): -0.7163, atom 2 (H): 0.2460, atom 3 (H): 0.4151, atom 4 (O): -0.5280, atom 5 (C): 0.4819, atom 6 (C): 0.8593, atom 7 (C): -0.5902, atom 8 (C): 0.6767, atom 9 (C): -0.5411, atom 10 (C): -0.6621, atom 11 (C): -1.3552, atom 12 (C): -1.2711, atom 13 (H): 0.2775, atom 14 (H): 0.3416, atom 15 (H): 0.4291, atom 16 (H): 0.3603, atom 17 (H): 0.3202, atom 18 (H): 0.3093, atom 19 (H): 0.3849, atom 20 (H): 0.2802, atom 21 (H): 0.2818

Look up the energy of the fourth one.
-1040.6305 a.u.

Among the records above, which one has the lowest energy?
C33H33AsNP2S4SbTeW

Which of these has the highest multiplicity?
C33H33AsNP2S4SbTeW

Which of these has the lowest energy?
C33H33AsNP2S4SbTeW